Entry 1:
{
  "formula": "C29H24BrCl4F6IN2O5PSSbTl",
  "method": "ωB97M-V with the def2-TZVPD basis set",
  "homo_ev": [-8.0, -8.3],
  "gap_ha": [0.27492, 0.23274],
  "s_squared": 0.76,
  "lumo_energy_ev": [-0.559, -1.976],
  "e_above_lowest_ev": 0.560,
  "multiplicity": 2,
  "species": ["Tl", "Cl", "C", "C", "C", "I", "C", "O", "C", "N", "C", "C", "C", "C", "H", "H", "H", "H", "O", "C", "C", "C", "N", "C", "Br", "C", "H", "H", "H", "H", "Cl", "C", "Cl", "Cl", "C", "O", "O", "C", "C", "O", "S", "C", "C", "C", "C", "C", "C", "C", "C", "H", "H", "H", "H", "H", "H", "H", "F", "Sb", "F", "F", "F", "F", "F", "C", "P", "C", "C", "H", "H", "H", "H", "H", "H", "H", "H", "H"],
  "coordinates": [[0.4057, 0.7271, -0.6094], [4.6784, 6.4293, -0.4829], [4.0520, 4.8352, -0.7436], [4.8095, 3.9127, -1.4053], [4.3348, 2.6038, -1.6065], [5.5006, 1.3106, -2.7458], [3.1025, 2.1914, -1.1260], [2.6540, 0.9716, -1.2305], [2.2712, 3.2123, -0.5324], [1.0003, 2.8741, -0.2067], [0.2181, 3.7241, 0.4187], [0.6428, 5.0168, 0.7517], [1.8949, 5.4138, 0.3822], [2.7457, 4.5156, -0.2954], [5.7849, 4.1876, -1.7764], [-0.7712, 3.3836, 0.6797], [-0.0217, 5.6675, 1.2964], [2.2525, 6.4069, 0.6087], [-5.1467, 2.9928, -3.5122], [-4.0026, 2.7016, -2.8757], [-2.7463, 2.8186, -3.4687], [-1.6392, 2.4689, -2.7302], [-1.6988, 2.0261, -1.4699], [-2.9000, 1.9759, -0.9096], [-2.9579, 1.5545, 0.9307], [-4.0835, 2.2850, -1.5500], [-4.9675, 3.2483, -4.4252], [-2.6307, 3.1595, -4.4870], [-0.6514, 2.5129, -3.1657], [-5.0317, 2.2203, -1.0471], [-1.3446, -0.9614, -5.2982], [0.3156, -0.5563, -4.8237], [0.8317, 0.8905, -5.6909], [1.4005, -1.8933, -5.2175], [0.3195, -0.3662, -3.2854], [0.0561, -1.3334, -2.5950], [0.6094, 0.7944, -2.8918], [-6.7205, -7.2454, 2.5231], [-5.7789, -6.1045, 2.2432], [-6.0174, -5.1975, 1.5012], [-4.2367, -6.2737, 3.1398], [-3.3173, -4.9039, 2.4974], [-2.1459, -5.1539, 1.7948], [-1.3940, -4.1026, 1.3068], [-1.8154, -2.7897, 1.5077], [-2.9960, -2.5450, 2.2101], [-3.7384, -3.5975, 2.7102], [-1.0563, -1.7066, 0.9735], [-0.4238, -0.8025, 0.4831], [-7.7442, -6.8881, 2.4445], [-6.5432, -7.6879, 3.5004], [-6.5557, -8.0118, 1.7641], [-1.8301, -6.1728, 1.6253], [-0.4868, -4.2930, 0.7528], [-3.3219, -1.5270, 2.3662], [-4.6476, -3.4075, 3.2609], [1.9810, 1.1834, 1.6048], [1.8807, 1.7434, 3.4632], [1.0198, 0.1029, 3.8312], [0.2017, 2.5301, 3.0425], [3.5696, 0.9039, 3.6911], [2.7413, 3.3350, 2.9030], [1.8046, 2.3067, 5.2509], [3.6493, -1.8792, -1.2635], [3.2710, -0.8509, 0.1725], [4.7630, -0.1120, 0.8550], [2.6530, -1.9747, 1.4621], [4.5056, -2.5190, -1.0420], [3.8689, -1.2533, -2.1234], [2.7827, -2.5002, -1.4854], [5.4563, -0.9166, 1.1079], [4.4985, 0.4277, 1.7613], [5.2345, 0.5569, 0.1443], [3.4324, -2.7053, 1.6842], [1.7578, -2.4807, 1.1116], [2.4113, -1.4101, 2.3602]]
}

***

Entry 2:
{
  "formula": "C29H24BrF4N2O5PTc",
  "method": "ωB97M-V with the def2-TZVPD basis set",
  "homo_ev": [-19.8, -19.1],
  "gap_ha": [0.24256, 0.21207],
  "s_squared": 1.21,
  "charge": 4,
  "lumo_energy_ev": [-13.224, -13.306],
  "multiplicity": 2,
  "species": ["Tc", "O", "C", "O", "C", "C", "C", "C", "C", "N", "C", "O", "O", "H", "H", "H", "H", "H", "F", "C", "C", "F", "C", "F", "C", "P", "C", "C", "C", "C", "C", "C", "C", "C", "C", "C", "C", "C", "C", "Br", "C", "F", "H", "H", "H", "H", "H", "H", "H", "H", "H", "H", "C", "N", "C", "C", "C", "O", "H", "H", "H", "H", "H", "H", "H", "H", "H"],
  "coordinates": [[-0.6232, 0.2431, 0.9917], [-0.9126, 4.0925, 2.2883], [-0.8439, 2.9802, 1.6581], [-0.4047, 1.9119, 2.1520], [-1.2773, 2.9502, 0.2553], [-1.7918, 4.0332, -0.4145], [-2.1661, 3.8906, -1.7573], [-1.9433, 2.6827, -2.3657], [-1.3791, 1.6041, -1.6491], [-1.0957, 1.7123, -0.3081], [-1.0263, 0.3892, -2.2899], [-1.2399, 0.1028, -3.5300], [-0.4013, -0.5443, -1.6063], [-0.6068, 4.0613, 3.2163], [-1.9043, 4.9787, 0.1028], [-2.5967, 4.7195, -2.3031], [-2.1923, 2.5818, -3.4152], [-1.7105, 0.7808, -4.0440], [2.9334, -4.6351, 2.2310], [2.4242, -3.9857, 1.2231], [2.0330, -4.6449, 0.0730], [2.1800, -5.9334, -0.0434], [1.4785, -3.9105, -0.9731], [1.1674, -4.5745, -2.0711], [1.2789, -2.5293, -0.9144], [0.5195, -1.8329, -2.3983], [-0.7340, -2.8353, -3.0952], [-1.9304, -3.0274, -2.3856], [-2.8947, -3.8628, -2.9114], [-2.6680, -4.5091, -4.1272], [-1.4752, -4.3324, -4.8168], [-0.4955, -3.4979, -4.3045], [1.7357, -1.1980, -3.4666], [3.0637, -1.1263, -3.0004], [4.0629, -0.7112, -3.8580], [3.7537, -0.3712, -5.1716], [2.4421, -0.4463, -5.6405], [1.4285, -0.8559, -4.7997], [1.7427, -1.8842, 0.2489], [1.7768, 0.0115, 0.4807], [2.2830, -2.5997, 1.2955], [2.6864, -1.9832, 2.3931], [-2.1020, -2.5329, -1.4358], [-3.8248, -4.0209, -2.3824], [-3.4280, -5.1640, -4.5333], [-1.3023, -4.8524, -5.7494], [0.4478, -3.3917, -4.8243], [3.3189, -1.4252, -1.9926], [5.0864, -0.6680, -3.5111], [4.5426, -0.0581, -5.8436], [2.2196, -0.1982, -6.6697], [0.4201, -0.9439, -5.1779], [-2.6511, -2.8752, 3.1934], [-1.5925, -2.3487, 4.0674], [-1.6339, -2.7310, 5.4914], [-0.7095, -1.5121, 3.6149], [0.3438, -0.9289, 4.4986], [-0.7383, -1.1744, 2.3497], [-3.0628, -3.7721, 3.6441], [-2.2444, -3.1240, 2.2178], [-3.4526, -2.1439, 3.0856], [-2.1267, -3.6941, 5.5775], [-2.1993, -1.9955, 6.0635], [-0.6331, -2.8197, 5.9020], [-0.1014, -0.4535, 5.3735], [0.9275, -0.1963, 3.9486], [1.0152, -1.7086, 4.8632]]
}

***

Entry 3:
{
  "formula": "C29H24F3O14P",
  "method": "ωB97M-V with the def2-TZVPD basis set",
  "homo_ev": -8.8,
  "gap_ha": 0.26190,
  "smiles": "O=C(CPC[C@H](O)C(F)(F)F)c1ccccc1.O=C1C=C(O)C(=O)C=C1O.O=C1C=C(O)C(=O)C=C1O.O=C1C=C(O)C(=O)C=C1O",
  "lumo_energy_ev": -1.656,
  "e_above_lowest_ev": 0.000,
  "species": ["O", "C", "C", "P", "C", "C", "O", "C", "F", "F", "F", "C", "C", "C", "C", "C", "C", "H", "H", "H", "H", "H", "H", "H", "H", "H", "H", "H", "H", "C", "C", "C", "O", "C", "C", "C", "O", "O", "O", "H", "H", "H", "H", "C", "C", "C", "O", "C", "C", "C", "O", "O", "O", "H", "H", "H", "H", "C", "C", "C", "O", "C", "C", "C", "O", "O", "O", "H", "H", "H", "H"],
  "coordinates": [[-3.1343, 1.4830, -2.1892], [-3.1534, 0.4047, -1.6486], [-2.6584, -0.8605, -2.3347], [-1.1453, -0.6635, -3.3812], [0.1836, -0.9476, -2.1331], [0.5054, -2.4350, -1.9151], [-0.5200, -3.3388, -2.2648], [1.0179, -2.7077, -0.4785], [0.5778, -1.8122, 0.4356], [2.3713, -2.6496, -0.4577], [0.6452, -3.9215, -0.0319], [-3.6762, 0.2280, -0.2528], [-4.9819, -0.1958, -0.0315], [-5.4366, -0.3804, 1.2688], [-4.5902, -0.1553, 2.3437], [-3.2878, 0.2732, 2.1232], [-2.8296, 0.4642, 0.8267], [-3.4783, -1.2456, -2.9430], [-2.4431, -1.5896, -1.5550], [-1.0479, 0.7290, -3.4489], [-0.0190, -0.4261, -1.2007], [1.0602, -0.4721, -2.5793], [1.3398, -2.6888, -2.5675], [-1.1874, -3.3722, -1.5716], [-5.6487, -0.3751, -0.8656], [-6.4521, -0.7121, 1.4410], [-4.9321, -0.3075, 3.3577], [-2.6280, 0.4511, 2.9615], [-1.8156, 0.8034, 0.6473], [3.3570, 3.9540, -5.1098], [2.7267, 2.7728, -5.1375], [1.2311, 2.6497, -4.9642], [0.7776, 1.5193, -5.0113], [0.4493, 3.8451, -4.7456], [1.0783, 5.0294, -4.7172], [2.5742, 5.1566, -4.9072], [3.0330, 6.2829, -4.8754], [0.4678, 6.1854, -4.5239], [3.3314, 1.6077, -5.3181], [4.4260, 4.0515, -5.2346], [-0.6183, 3.7445, -4.6077], [1.1644, 6.8706, -4.5568], [2.6167, 0.9390, -5.3164], [7.9472, -1.0046, -2.1806], [8.0027, -1.6240, -0.9933], [6.7592, -1.9941, -0.2166], [6.9304, -2.5673, 0.8431], [5.4644, -1.6498, -0.7679], [5.4105, -1.0271, -1.9527], [6.6527, -0.6749, -2.7382], [6.4793, -0.1234, -3.8098], [4.2875, -0.6569, -2.5545], [9.1284, -1.9710, -0.3916], [8.8305, -0.7386, -2.7433], [4.5829, -1.9041, -0.1993], [4.5687, -0.2268, -3.3884], [8.8658, -2.4050, 0.4444], [-3.2075, -0.8121, 7.0680], [-3.4388, -1.4658, 8.2160], [-4.7659, -1.3864, 8.9382], [-4.8655, -2.0341, 9.9633], [-5.8146, -0.5598, 8.3786], [-5.5812, 0.0956, 7.2333], [-4.2618, -0.0015, 6.5021], [-4.1725, 0.6240, 5.4592], [-6.4658, 0.8772, 6.6355], [-2.5498, -2.2333, 8.8207], [-2.2635, -0.8666, 6.5448], [-6.7555, -0.4980, 8.9063], [-6.0288, 1.2209, 5.8314], [-2.9898, -2.5805, 9.6222]]
}

***

Entry 4:
{
  "formula": "C29H24N2O7",
  "method": "ωB97M-V with the def2-TZVPD basis set",
  "homo_ev": -9.5,
  "gap_ha": 0.31194,
  "smiles": "C[C@H](O)Cc1ccc2c(c1)C(=O)c1ccccc1C2=O.O=[N+]([O-])c1ccccc1.O=[N+]([O-])c1ccccc1",
  "lumo_energy_ev": -0.965,
  "species": ["C", "C", "O", "C", "C", "C", "C", "C", "C", "C", "C", "O", "C", "C", "C", "C", "C", "C", "C", "O", "H", "H", "H", "H", "H", "H", "H", "H", "H", "H", "H", "H", "H", "H", "C", "C", "C", "C", "C", "C", "N", "O", "O", "H", "H", "H", "H", "H", "C", "C", "C", "C", "C", "C", "N", "O", "O", "H", "H", "H", "H", "H"],
  "coordinates": [[-2.5474, 3.0514, 0.3501], [-1.1143, 3.5419, 0.2121], [-0.9625, 4.3834, -0.9281], [-0.1050, 2.3933, 0.1890], [-0.0844, 1.4925, -1.0275], [-0.0597, 0.1098, -0.8229], [-0.0036, -0.7903, -1.8756], [-0.0084, -0.3143, -3.1810], [-0.0258, 1.0660, -3.4044], [-0.0434, 1.9617, -2.3431], [-0.0072, 1.5569, -4.8158], [0.5021, 2.6034, -5.1450], [-0.6798, 0.6544, -5.8002], [-1.3071, 1.1693, -6.9273], [-1.9609, 0.3092, -7.7999], [-1.9684, -1.0603, -7.5644], [-1.3183, -1.5842, -6.4549], [-0.6840, -0.7242, -5.5680], [0.0042, -1.2441, -4.3463], [0.5173, -2.3407, -4.3029], [-2.6520, 2.4103, 1.2237], [-3.2060, 3.9116, 0.4995], [-2.8792, 2.5275, -0.5485], [-0.8829, 4.1516, 1.0932], [-1.8316, 4.6067, -1.2710], [-0.3602, 1.7608, 1.0436], [0.9019, 2.7678, 0.3902], [-0.0800, -0.2762, 0.1904], [0.0348, -1.8590, -1.7058], [-0.0173, 3.0197, -2.5510], [-1.2821, 2.2356, -7.1108], [-2.4645, 0.7139, -8.6682], [-2.4760, -1.7338, -8.2423], [-1.2987, -2.6498, -6.2660], [-1.7343, -5.8383, 1.6088], [-2.4532, -4.6625, 1.7811], [-1.8043, -3.5009, 2.1661], [-0.4370, -3.5459, 2.3699], [0.2996, -4.7049, 2.2065], [-0.3622, -5.8596, 1.8228], [0.2629, -2.3137, 2.7633], [-0.4071, -1.3072, 2.9145], [1.4655, -2.3660, 2.9059], [-2.2455, -6.7420, 1.3053], [-3.5214, -4.6488, 1.6147], [-2.3485, -2.5791, 2.3051], [1.3660, -4.7039, 2.3744], [0.1950, -6.7762, 1.6889], [3.1038, 0.9863, 3.4567], [4.0801, 1.8301, 3.9706], [4.0131, 2.2485, 5.2901], [2.9593, 1.8075, 6.0688], [1.9743, 0.9715, 5.5750], [2.0499, 0.5579, 4.2542], [2.8857, 2.2417, 7.4749], [3.7509, 2.9910, 7.8803], [1.9662, 1.8214, 8.1476], [3.1651, 0.6547, 2.4279], [4.8982, 2.1612, 3.3455], [4.7634, 2.9033, 5.7066], [1.1634, 0.6504, 6.2115], [1.3016, -0.0985, 3.8422]]
}